ORCA calculation (the ωB97M-V functional and the def2-TZVPD basis) on a molecular structure, C31H78O21P5Tl at a distorted geometry.

XYZ file:
```
136
Properties=species:S:1:pos:R:3:forces:R:3
Tl 0.280 -0.727 -0.192 -0.401 1.207 0.294
C -2.159 -0.945 -3.607 0.820 -1.604 0.948
O -1.092 -0.654 -2.822 -0.444 -0.219 -0.766
H -2.120 -0.458 -4.581 0.304 0.930 -0.267
H -2.379 -2.006 -3.727 0.668 -0.528 0.032
H -3.169 -0.674 -3.299 -0.569 1.215 0.704
C 5.328 -3.069 -5.139 0.540 -0.029 -0.451
C 4.286 -4.005 -4.594 2.430 -1.798 -1.110
O 3.686 -3.596 -3.426 -2.967 2.328 2.134
P 2.356 -2.744 -3.521 -1.714 1.022 0.171
O 1.870 -2.127 -2.205 0.778 -1.182 -1.965
O 2.706 -1.672 -4.688 -0.347 -0.599 1.243
C 1.644 -0.907 -5.307 -0.700 -0.333 -0.125
C 1.065 -1.702 -6.428 -0.702 -0.169 -0.667
O 1.234 -3.707 -4.231 2.643 1.900 0.093
C 0.250 -4.416 -3.524 -0.975 0.307 0.752
C 0.480 -5.878 -3.624 1.895 -0.777 -0.097
H 6.020 -2.640 -4.414 -0.350 0.003 0.363
H 5.971 -3.716 -5.735 -0.003 0.191 -0.432
H 4.911 -2.275 -5.758 0.101 -0.091 0.057
H 3.638 -4.335 -5.406 -0.555 0.163 0.293
H 4.772 -4.891 -4.186 0.366 -0.333 -0.778
H 0.878 -0.672 -4.569 0.101 0.221 0.266
H 1.973 0.016 -5.786 0.896 0.003 0.798
H 0.556 -1.027 -7.116 0.107 0.064 -0.177
H 1.897 -2.173 -6.950 -0.263 -0.191 -0.182
H 0.307 -2.424 -6.123 0.373 -0.233 0.029
H 0.248 -4.064 -2.492 -0.293 -0.015 0.090
H -0.661 -4.116 -4.043 -0.404 -0.160 0.384
H 1.518 -6.101 -3.378 0.481 0.463 0.253
H 0.021 -6.523 -2.875 -0.984 0.134 -0.653
H 0.508 -6.156 -4.677 -0.968 -0.558 0.122
C 5.581 -2.480 3.081 -0.976 0.004 0.048
C 4.595 -1.276 3.251 1.772 -1.975 0.179
O 4.934 -0.271 2.272 -0.063 0.439 -0.895
P 4.558 -0.429 0.735 0.477 -0.207 -1.224
O 3.102 -0.715 0.600 -0.042 0.231 -0.564
O 5.518 -1.646 0.142 -1.716 4.254 2.686
C 5.156 -2.349 -1.002 1.118 -2.536 0.288
C 6.206 -3.431 -0.853 1.252 -1.256 -1.162
O 5.044 0.917 -0.069 -2.776 -3.796 0.842
C 6.309 1.474 0.098 0.232 2.007 0.437
C 6.067 2.535 1.177 1.779 0.431 0.040
H 5.457 -3.139 3.940 0.094 -0.004 0.071
H 5.269 -3.048 2.204 0.021 -0.051 0.030
H 6.641 -2.269 2.940 -0.164 0.516 0.246
H 3.598 -1.710 3.183 -0.242 0.623 -0.513
H 4.695 -0.873 4.259 0.147 0.547 -0.368
H 4.183 -2.829 -0.900 -0.269 0.605 -0.225
H 5.319 -1.819 -1.941 -0.366 0.297 0.132
H 7.217 -3.023 -0.875 0.000 0.433 -0.687
H 6.319 -3.954 0.098 -1.205 0.061 0.248
H 6.131 -4.193 -1.629 0.057 -0.048 -0.112
H 7.096 0.750 0.311 -0.128 -0.065 0.216
H 6.512 1.951 -0.861 0.343 -0.055 0.048
H 5.592 3.452 0.829 -0.595 -0.462 -0.309
H 5.550 2.093 2.028 0.102 0.204 -0.057
H 7.035 2.932 1.484 0.181 -0.201 0.469
C -4.693 3.120 -2.634 -0.183 -0.749 0.989
C -4.062 2.252 -1.496 -1.180 0.956 -1.116
O -3.117 3.075 -0.817 1.985 -0.202 -0.339
P -1.554 3.013 -1.144 1.071 1.140 0.261
O -0.792 1.841 -0.606 -0.759 0.319 -1.289
O -1.410 3.414 -2.767 -1.240 -0.499 4.014
C -0.326 3.040 -3.554 1.074 0.211 -3.035
C 0.405 4.234 -4.240 0.132 0.365 1.333
O -1.029 4.324 -0.374 -0.338 -5.424 0.536
C -1.138 5.536 -0.943 -1.038 2.945 -0.166
C -1.142 6.468 0.263 0.103 1.497 -0.162
H -5.716 2.782 -2.803 0.112 -0.296 -0.465
H -4.835 4.153 -2.314 0.378 -0.012 0.145
H -4.069 3.084 -3.527 -0.246 0.070 -0.009
H -4.783 1.942 -0.739 -0.008 0.110 -0.105
H -3.627 1.347 -1.919 0.325 -0.049 0.143
H 0.413 2.356 -3.137 -0.275 0.084 0.640
H -0.830 2.531 -4.375 0.363 -0.521 -0.217
H 1.321 3.937 -4.749 -0.372 -0.458 -0.395
H -0.223 4.869 -4.866 -0.140 -0.474 -0.191
H 0.817 4.929 -3.508 -0.145 -0.006 0.437
H -0.354 5.581 -1.699 0.100 1.012 0.171
H -2.110 5.645 -1.425 -0.027 0.098 -0.435
H -2.108 6.612 0.747 -0.381 -0.903 -0.193
H -0.463 6.127 1.044 0.279 0.180 -0.270
H -0.977 7.513 -0.001 0.763 -0.023 -0.169
C -1.998 -0.959 6.417 -0.558 -0.592 -0.337
C -1.602 0.361 5.759 0.155 -0.821 0.713
O -1.328 0.223 4.329 1.182 0.741 -0.191
P -0.057 0.989 3.677 0.573 0.747 1.956
O 0.170 0.630 2.259 -0.050 -0.360 -0.285
O -0.248 2.605 3.905 0.018 -1.708 -0.650
C -1.008 3.342 2.917 -1.259 -0.138 -0.950
C -2.540 2.983 2.954 1.122 0.998 -0.175
O 1.138 0.638 4.718 -0.804 0.013 -0.891
C 2.448 1.316 4.906 -0.873 -0.993 0.197
C 2.247 2.519 5.778 0.133 1.583 -1.509
H -2.935 -1.367 6.038 -0.311 0.390 -0.180
H -1.345 -1.828 6.332 0.688 0.473 -0.047
H -2.184 -0.774 7.475 0.166 0.088 0.042
H -2.441 1.029 5.952 0.153 0.333 -0.579
H -0.722 0.727 6.288 0.023 0.211 -0.298
H -0.820 4.410 3.037 -0.182 -0.087 0.954
H -0.605 3.215 1.913 0.104 -0.745 0.026
H -3.096 3.799 2.493 0.071 0.270 0.060
H -2.840 2.116 2.365 0.479 -0.264 0.429
H -2.845 2.936 3.999 -0.172 -0.279 -0.077
H 3.163 0.617 5.341 -0.634 -0.526 0.290
H 2.870 1.473 3.914 -0.183 0.760 -0.021
H 1.632 2.541 6.678 0.386 -1.046 0.107
H 3.229 2.963 5.938 -0.033 0.064 0.380
H 1.713 3.209 5.125 0.081 0.426 0.124
C -6.469 1.196 2.162 0.618 -0.177 0.772
C -5.625 0.240 3.021 -1.461 0.467 -1.528
O -4.268 0.239 2.515 0.678 -0.878 -0.544
P -3.805 -0.840 1.421 -0.417 -0.288 0.448
O -2.389 -0.721 0.975 -0.629 -0.057 0.276
O -4.189 -2.276 2.087 0.737 2.095 -1.495
C -3.484 -2.673 3.284 -0.765 -1.089 0.754
C -4.604 -3.230 4.150 0.351 -0.559 0.313
O -4.860 -0.599 0.232 0.609 0.173 1.715
C -5.229 -1.567 -0.764 0.476 0.092 0.774
C -6.608 -1.146 -1.232 -0.045 -0.097 -0.557
H -7.507 1.091 2.475 -0.008 0.330 0.087
H -6.039 2.153 2.455 -0.586 0.485 -0.735
H -6.413 0.970 1.097 0.173 0.210 0.173
H -5.674 0.672 4.020 0.618 -0.648 0.135
H -6.121 -0.725 2.922 0.634 -0.368 0.533
H -2.711 -3.392 3.015 -0.194 -0.162 -0.099
H -2.981 -1.908 3.876 -0.127 0.699 -0.698
H -5.353 -2.452 4.295 0.118 -0.027 0.273
H -5.118 -4.098 3.737 0.151 0.089 -0.402
H -4.201 -3.585 5.098 -0.065 0.277 0.215
H -4.405 -1.494 -1.474 -0.394 -0.188 -0.722
H -5.120 -2.531 -0.267 -0.610 -0.311 -0.381
H -7.348 -1.117 -0.433 0.274 -0.176 0.190
H -6.562 -0.140 -1.648 0.127 0.097 0.038
H -7.022 -1.770 -2.024 0.212 -0.227 0.048
```
Forces are in eV/Å.

The lowest unoccupied orbital energy comes out at -11.1 eV. The total charge is +2. The frontier orbital gap comes out at 3.5 eV.

Atomic partial charges in e from the Löwdin method, atoms 1 to 2:
1 Tl 1.33
2 C -0.12